{
  "formula": "C42H52N9O",
  "method": "ωB97M-V/def2-TZVPD",
  "gap_ev": 3.4,
  "lumo_energy_ha": 0.054,
  "spin_multiplicity": 1,
  "energy_ha": -2199.49361,
  "charge": -1,
  "e_above_lowest_kcal_mol": 30.33,
  "max_force_ev_per_a": 3.4,
  "species": ["C", "C", "C", "C", "O", "N", "C", "C", "C", "C", "C", "C", "H", "H", "H", "H", "H", "H", "H", "H", "H", "H", "H", "H", "N", "C", "C", "C", "C", "H", "H", "H", "H", "H", "N", "C", "C", "C", "C", "H", "H", "H", "H", "H", "N", "C", "C", "C", "C", "H", "H", "H", "H", "H", "N", "C", "C", "C", "C", "H", "H", "H", "H", "H", "N", "C", "C", "C", "C", "H", "H", "H", "H", "H", "N", "C", "C", "C", "C", "H", "H", "H", "H", "H", "N", "C", "C", "C", "C", "H", "H", "H", "H", "H", "N", "C", "C", "C", "C", "H", "H", "H", "H", "H"],
  "xyz": [[-6.984, -3.612, 0.809], [-5.983, -4.121, -0.337], [-4.495, -4.146, 0.231], [-3.581, -3.134, -0.523], [-3.122, -3.376, -1.633], [-3.243, -1.809, 0.004], [-3.748, -0.867, -1.017], [-5.218, -0.790, -1.142], [-5.833, 0.085, -2.140], [-4.947, 0.865, -2.998], [-3.486, 0.774, -2.867], [-2.836, -0.093, -1.864], [-7.867, -3.106, 0.320], [-6.412, -2.774, 1.319], [-6.083, -3.442, -1.231], [-6.291, -5.145, -0.669], [-4.105, -5.167, -0.025], [-4.535, -3.964, 1.333], [-3.790, -1.630, 0.853], [-5.877, -1.403, -0.471], [-6.941, 0.086, -2.194], [-5.412, 1.529, -3.757], [-2.834, 1.352, -3.551], [-1.732, -0.180, -1.774], [0.568, 1.945, 1.861], [1.354, 1.871, 0.744], [0.895, 0.830, -0.025], [-0.213, 0.259, 0.652], [-0.394, 0.967, 1.809], [0.677, 2.612, 2.603], [2.168, 2.561, 0.593], [1.309, 0.514, -0.970], [-0.811, -0.578, 0.326], [-1.119, 0.862, 2.599], [0.834, 1.922, -3.339], [0.215, 2.694, -4.284], [0.802, 2.432, -5.495], [1.811, 1.461, -5.273], [1.804, 1.165, -3.933], [0.610, 1.913, -2.357], [-0.587, 3.361, -4.012], [0.535, 2.886, -6.436], [2.467, 1.027, -6.011], [2.405, 0.482, -3.353], [-1.550, 0.689, 6.783], [-2.650, -0.011, 7.199], [-3.492, -0.151, 6.125], [-2.873, 0.484, 5.017], [-1.676, 0.990, 5.454], [-0.771, 0.941, 7.364], [-2.739, -0.346, 8.220], [-4.446, -0.656, 6.134], [-3.263, 0.560, 4.014], [-0.906, 1.537, 4.937], [5.265, -0.060, -6.826], [5.612, 1.201, -7.234], [6.569, 1.081, -8.210], [6.804, -0.304, -8.402], [5.983, -0.982, -7.538], [4.587, -0.275, -6.116], [5.150, 2.071, -6.794], [7.046, 1.898, -8.728], [7.496, -0.753, -9.097], [5.850, -2.037, -7.367], [4.578, 0.993, 3.663], [4.035, 0.436, 2.536], [4.995, -0.348, 1.949], [6.160, -0.265, 2.756], [5.872, 0.567, 3.807], [4.101, 1.616, 4.288], [3.017, 0.645, 2.251], [4.873, -0.918, 1.043], [7.103, -0.760, 2.584], [6.472, 0.892, 4.640], [-1.148, -5.039, 0.682], [0.122, -5.531, 0.567], [0.328, -6.411, 1.601], [-0.868, -6.450, 2.364], [-1.758, -5.592, 1.766], [-1.572, -4.368, 0.061], [0.767, -5.215, -0.236], [1.236, -6.964, 1.788], [-1.055, -7.038, 3.248], [-2.769, -5.324, 2.020], [7.804, 2.657, -4.713], [7.774, 4.022, -4.787], [8.737, 4.513, -3.942], [9.376, 3.399, -3.340], [8.780, 2.268, -3.838], [7.201, 2.034, -5.226], [7.072, 4.526, -5.431], [8.959, 5.555, -3.777], [10.182, 3.423, -2.623], [8.965, 1.224, -3.644], [-5.664, 2.218, 6.673], [-6.587, 1.803, 7.591], [-7.464, 2.836, 7.807], [-7.056, 3.914, 6.982], [-5.944, 3.501, 6.292], [-4.895, 1.663, 6.329], [-6.541, 0.811, 8.012], [-8.306, 2.818, 8.481], [-7.524, 4.883, 6.902], [-5.329, 4.008, 5.567]],
  "forces_ev_per_angstrom": [[1.004, 0.488, -0.632], [-1.121, 0.900, 0.664], [0.061, -0.005, -0.792], [0.287, -0.322, -0.643], [-0.356, -0.262, 1.119], [-1.610, -0.453, -0.592], [-0.712, 1.470, -1.053], [1.204, 1.466, -1.442], [2.819, -0.607, 0.762], [0.721, -1.151, 1.296], [-0.971, -1.176, 1.282], [-3.433, 0.069, -0.306], [0.530, -0.385, 0.264], [-0.463, -0.367, -0.179], [0.608, -0.725, 0.361], [0.525, 0.731, 0.181], [0.029, 0.996, 0.512], [0.025, -0.194, -0.804], [0.218, -0.235, -0.209], [0.727, 0.457, -0.545], [0.972, 0.234, -0.186], [0.601, -0.505, 0.548], [-0.589, -0.364, 0.470], [-1.114, 0.063, -0.097], [-0.012, -0.052, -0.079], [0.085, 0.193, -0.076], [0.059, 0.180, 0.001], [-0.162, -0.133, 0.079], [0.018, -0.040, 0.021], [-0.036, 0.010, -0.089], [-0.010, -0.057, -0.017], [0.066, -0.105, 0.109], [-0.025, 0.023, 0.084], [0.020, -0.065, -0.060], [-0.030, 0.028, -0.116], [0.025, 0.013, 0.056], [-0.113, 0.122, -0.017], [0.148, -0.108, 0.084], [0.027, 0.018, 0.092], [-0.036, -0.004, -0.048], [0.030, -0.029, -0.032], [-0.003, -0.030, 0.041], [-0.072, 0.012, -0.016], [-0.020, 0.016, -0.039], [-0.074, -0.062, -0.071], [0.005, 0.055, 0.069], [-0.024, -0.121, 0.158], [0.107, 0.139, -0.144], [-0.012, 0.074, 0.034], [-0.043, -0.039, -0.032], [-0.027, -0.001, -0.054], [0.073, -0.061, -0.039], [0.004, -0.040, 0.041], [-0.036, -0.034, 0.014], [0.088, 0.006, -0.088], [-0.020, 0.088, 0.156], [-0.026, 0.116, 0.058], [-0.012, -0.154, 0.014], [-0.013, -0.027, 0.052], [0.013, 0.019, -0.057], [-0.032, -0.028, -0.064], [-0.029, -0.027, 0.027], [-0.037, 0.013, 0.031], [0.024, 0.043, -0.025], [0.066, -0.105, -0.062], [-0.064, 0.033, -0.007], [-0.116, 0.044, -0.022], [0.074, 0.048, 0.113], [0.065, 0.045, 0.049], [0.024, -0.060, -0.025], [0.043, -0.081, -0.030], [-0.021, 0.018, 0.049], [-0.039, 0.021, 0.018], [-0.001, -0.026, -0.051], [0.144, -0.009, -0.037], [0.004, 0.052, -0.007], [0.095, 0.017, -0.097], [-0.064, 0.018, 0.043], [-0.090, 0.004, 0.161], [0.026, -0.096, -0.093], [-0.017, -0.025, 0.041], [-0.033, 0.020, -0.022], [-0.009, 0.025, -0.042], [0.041, -0.069, 0.029], [0.065, 0.026, 0.051], [-0.068, -0.026, -0.017], [-0.074, 0.092, -0.096], [0.056, -0.137, 0.035], [-0.047, -0.037, 0.002], [0.091, 0.041, -0.059], [0.032, 0.002, 0.044], [-0.015, -0.042, -0.014], [-0.036, -0.009, -0.031], [0.003, 0.053, 0.013], [-0.107, 0.136, -0.019], [0.094, -0.008, 0.000], [-0.024, -0.127, 0.088], [0.064, 0.117, -0.089], [0.052, -0.040, 0.028], [-0.040, 0.035, 0.055], [-0.027, 0.042, -0.014], [0.028, -0.012, -0.038], [0.016, -0.043, -0.010], [-0.045, -0.011, 0.024]],
  "lowdin_charge": [-0.283, -0.371, -0.160, -0.455, 0.039, 0.075, -0.224, -0.008, -0.070, -0.102, -0.084, -0.010, -0.075, -0.082, 0.066, 0.071, 0.108, 0.086, 0.113, 0.085, 0.096, 0.083, 0.073, 0.086, 0.003, -0.166, -0.118, -0.089, -0.112, 0.139, 0.111, 0.079, 0.077, 0.087, 0.018, -0.140, -0.113, -0.122, -0.144, 0.109, 0.107, 0.089, 0.071, 0.101, 0.009, -0.130, -0.132, -0.111, -0.142, 0.144, 0.110, 0.105, 0.097, 0.093, 0.008, -0.166, -0.113, -0.111, -0.137, 0.136, 0.107, 0.092, 0.090, 0.107, -0.002, -0.132, -0.105, -0.116, -0.151, 0.139, 0.083, 0.091, 0.088, 0.101, 0.030, -0.144, -0.129, -0.119, -0.139, 0.113, 0.101, 0.081, 0.084, 0.093, 0.011, -0.145, -0.121, -0.120, -0.142, 0.116, 0.103, 0.086, 0.086, 0.104, 0.017, -0.143, -0.123, -0.124, -0.142, 0.094, 0.104, 0.085, 0.085, 0.103]
}

{
  "formula": "C42H53Cl4KNO7S2",
  "method": "ωB97M-V/def2-TZVPD",
  "gap_ev": 5.7,
  "lumo_energy_ha": -0.136,
  "spin_multiplicity": 1,
  "energy_ha": -5450.47680,
  "charge": 1,
  "max_force_ev_per_a": 2.7,
  "species": ["C", "C", "C", "C", "C", "C", "C", "C", "C", "C", "C", "C", "C", "C", "C", "O", "C", "C", "C", "C", "C", "O", "C", "C", "C", "C", "C", "C", "C", "S", "C", "S", "N", "C", "C", "C", "C", "C", "C", "C", "O", "H", "H", "H", "H", "H", "H", "H", "H", "H", "H", "H", "H", "H", "H", "H", "H", "H", "H", "H", "H", "H", "H", "H", "H", "H", "H", "H", "H", "H", "H", "H", "H", "H", "H", "H", "H", "H", "H", "H", "H", "H", "H", "H", "H", "H", "H", "H", "H", "H", "K", "C", "Cl", "Cl", "Cl", "Cl", "C", "C", "C", "O", "C", "C", "C", "O", "O", "O", "H", "H", "H", "H"],
  "xyz": [[0.671, 11.397, -0.609], [-0.744, 11.728, -0.088], [-0.909, 11.740, 1.439], [-1.319, 10.390, 2.024], [-0.303, 9.320, 1.651], [-0.411, 8.014, 2.424], [0.598, 6.927, 1.964], [1.708, 7.391, 1.026], [2.619, 6.228, 0.572], [2.394, 5.891, -0.915], [1.254, 4.919, -1.117], [-0.007, 5.376, -1.532], [-0.253, 6.849, -1.805], [-1.475, 7.151, -2.660], [-1.582, 8.631, -3.038], [-0.277, 9.204, -3.171], [-1.052, 4.469, -1.667], [-0.878, 3.128, -1.406], [0.365, 2.656, -1.033], [1.442, 3.539, -0.886], [2.769, 2.960, -0.499], [3.700, 3.648, -0.122], [2.936, 1.484, -0.582], [4.215, 0.948, -0.519], [4.386, -0.419, -0.567], [3.301, -1.291, -0.662], [3.523, -2.781, -0.694], [2.648, -3.541, 0.303], [2.849, -5.065, 0.209], [3.674, -5.816, 1.642], [2.234, -6.337, 2.592], [0.989, -5.342, 2.828], [2.262, -7.657, 3.103], [1.979, -8.618, 2.007], [0.496, -8.934, 1.919], [3.558, -7.946, 3.758], [3.388, -9.050, 4.803], [2.027, -0.744, -0.723], [1.845, 0.629, -0.696], [0.480, 1.188, -0.789], [-0.508, 0.494, -0.692], [0.994, 12.050, -1.413], [0.689, 10.365, -0.965], [1.364, 11.411, 0.221], [-1.450, 11.027, -0.533], [-1.019, 12.713, -0.460], [-1.640, 12.504, 1.698], [0.033, 12.052, 1.912], [-1.402, 10.485, 3.108], [-2.308, 10.144, 1.636], [-0.424, 9.103, 0.588], [0.690, 9.756, 1.795], [-0.251, 8.210, 3.483], [-1.430, 7.654, 2.292], [0.049, 6.098, 1.518], [1.101, 6.531, 2.847], [1.310, 7.869, 0.133], [2.326, 8.128, 1.560], [2.346, 5.349, 1.150], [3.668, 6.441, 0.761], [3.293, 5.445, -1.326], [2.201, 6.820, -1.446], [-0.344, 7.364, -0.846], [0.603, 7.241, -2.344], [-2.408, 6.888, -2.163], [-1.408, 6.562, -3.576], [-2.136, 9.177, -2.269], [-2.116, 8.725, -3.983], [-0.345, 9.994, -3.711], [-2.028, 4.819, -1.964], [-1.699, 2.434, -1.496], [5.059, 1.614, -0.430], [5.380, -0.845, -0.525], [3.369, -3.148, -1.709], [4.562, -2.956, -0.409], [2.904, -3.207, 1.306], [1.595, -3.305, 0.158], [1.889, -5.559, 0.103], [3.475, -5.313, -0.646], [2.327, -8.226, 1.047], [2.551, -9.522, 2.207], [0.309, -9.635, 1.108], [0.142, -9.335, 2.864], [-0.050, -8.020, 1.685], [4.300, -8.270, 3.024], [3.894, -7.036, 4.250], [2.419, -8.953, 5.285], [4.189, -8.989, 5.535], [3.432, -10.028, 4.327], [1.149, -1.370, -0.794], [2.882, 11.091, 1.155], [-2.224, -12.186, 0.429], [-2.129, -12.348, -1.323], [-0.661, -12.589, 1.147], [-2.660, -10.530, 0.855], [-3.456, -13.292, 1.051], [-6.019, -11.809, -3.472], [-7.022, -12.554, -3.959], [-8.039, -13.222, -3.062], [-8.916, -13.860, -3.614], [-7.908, -13.070, -1.628], [-6.903, -12.329, -1.141], [-5.902, -11.640, -2.039], [-5.040, -10.980, -1.489], [-6.693, -12.131, 0.150], [-7.220, -12.771, -5.248], [-5.290, -11.325, -4.105], [-8.631, -13.564, -0.994], [-5.898, -11.565, 0.215], [-8.016, -13.336, -5.308]],
  "forces_ev_per_angstrom": [[-0.687, -0.723, 0.225], [0.228, 0.455, -0.153], [-0.099, -0.158, -0.151], [0.187, 0.318, -0.001], [-0.507, -0.079, 0.016], [0.354, 0.057, -0.224], [-0.162, 0.289, 0.184], [0.418, -0.249, 0.051], [-0.632, 0.033, -0.165], [0.110, -0.164, 0.128], [0.155, -0.044, 0.013], [-0.123, 0.077, 0.052], [-0.232, -0.405, -0.104], [0.092, 0.241, -0.279], [0.188, -0.033, 0.125], [0.033, -0.017, 0.020], [0.006, 0.103, 0.069], [-0.143, 0.000, -0.037], [0.012, 0.080, 0.054], [-0.127, 0.019, -0.081], [0.088, 0.131, 0.099], [-0.061, -0.105, -0.058], [-0.024, 0.090, -0.091], [0.011, 0.052, 0.047], [0.002, -0.225, 0.005], [-0.001, 0.046, -0.008], [0.002, 0.221, 0.364], [0.087, -0.105, -0.074], [-0.103, 0.581, 0.245], [-0.042, -0.493, -0.124], [-0.012, 0.172, 0.104], [-0.304, -0.011, -0.116], [0.801, 0.139, -0.238], [-0.461, -0.078, 0.119], [0.265, 0.243, -0.182], [-0.400, -0.345, 0.214], [-0.012, 0.074, -0.388], [-0.041, -0.043, -0.007], [0.084, -0.020, -0.006], [-0.044, -0.055, 0.063], [0.017, -0.002, -0.062], [0.134, 0.092, 0.007], [0.131, 0.040, -0.260], [-1.847, 0.833, -1.315], [-0.118, -0.014, 0.012], [-0.036, 0.032, -0.062], [-0.061, -0.009, 0.126], [0.036, 0.127, 0.016], [-0.049, -0.079, 0.071], [-0.058, -0.191, 0.066], [0.195, 0.074, -0.097], [0.190, -0.067, 0.002], [-0.196, 0.070, 0.093], [-0.073, -0.109, 0.199], [0.108, -0.083, -0.170], [-0.105, -0.218, 0.040], [-0.003, 0.229, 0.090], [-0.016, 0.112, 0.019], [0.298, -0.065, 0.169], [0.093, -0.006, -0.022], [0.118, 0.085, -0.034], [0.074, -0.021, -0.158], [0.079, 0.157, -0.021], [0.061, 0.215, 0.141], [-0.043, -0.121, 0.025], [-0.029, -0.088, -0.017], [-0.054, 0.033, 0.049], [-0.161, 0.024, 0.016], [-0.030, 0.023, -0.077], [-0.058, -0.013, -0.058], [-0.017, -0.082, 0.009], [0.047, 0.048, 0.021], [0.098, 0.053, 0.013], [0.013, -0.093, -0.058], [0.118, -0.150, -0.259], [-0.091, 0.049, 0.094], [-0.063, -0.007, -0.040], [0.021, -0.156, -0.088], [0.043, -0.112, -0.045], [0.185, 0.016, -0.018], [0.022, -0.052, 0.074], [-0.024, -0.147, 0.040], [-0.140, -0.069, 0.003], [-0.147, 0.013, 0.126], [0.201, 0.258, -0.056], [0.077, 0.089, -0.039], [0.015, 0.069, 0.190], [0.017, -0.087, 0.108], [-0.021, -0.109, 0.073], [-0.058, -0.037, -0.021], [2.214, -0.614, 1.368], [-0.050, 0.005, -0.020], [0.083, -0.014, -0.023], [0.012, -0.016, 0.014], [0.010, 0.009, 0.014], [-0.026, -0.008, 0.010], [0.112, 0.086, 0.032], [0.069, 0.048, -0.050], [-0.025, -0.009, 0.252], [-0.007, -0.023, -0.092], [-0.115, -0.082, -0.034], [-0.055, -0.061, 0.051], [0.029, -0.021, -0.212], [-0.026, 0.054, 0.067], [-0.039, 0.001, 0.021], [0.023, 0.018, -0.032], [-0.015, -0.002, -0.019], [0.008, 0.013, 0.018], [0.041, 0.016, -0.027], [-0.041, -0.024, 0.033]],
  "lowdin_charge": [-0.138, -0.214, -0.208, -0.193, -0.240, -0.168, -0.175, -0.219, -0.157, -0.129, -0.084, -0.135, -0.143, -0.173, -0.236, -0.088, -0.003, 0.012, -0.074, -0.012, -0.248, 0.088, -0.084, 0.010, -0.003, -0.190, -0.156, -0.267, -0.485, 0.881, -1.096, 0.751, -0.232, -0.244, -0.098, -0.282, -0.076, 0.054, -0.078, -0.280, 0.119, 0.090, 0.066, -0.119, 0.104, 0.108, 0.114, 0.098, 0.120, 0.125, 0.097, 0.061, 0.113, 0.119, 0.115, 0.116, 0.073, 0.086, 0.107, 0.112, 0.112, 0.096, 0.104, 0.105, 0.114, 0.127, 0.105, 0.119, 0.088, 0.107, 0.125, 0.120, 0.117, 0.129, 0.117, 0.099, 0.098, 0.060, 0.071, 0.103, 0.113, 0.039, 0.079, 0.057, 0.102, 0.108, 0.079, 0.072, 0.066, 0.127, 0.987, -2.044, 0.548, 0.531, 0.550, 0.546, 0.075, -0.235, -0.313, 0.107, 0.075, -0.234, -0.315, 0.044, 0.101, 0.119, 0.136, 0.136, 0.095, 0.121]
}